Formula: C15H18
Source: the Open Molecules 2025 dataset
Level of theory: ωB97M-V with the def2-TZVPD basis set

Bonds (Å) are listed after each position.
Geometry (Å):
1 C 0.984 3.246 1.110  C2 1.578, C3 1.503, H9 1.091, H10 1.097
2 C 0.974 4.816 0.964  C1 1.578, H11 1.082, H17 1.093, H18 1.104
3 C 1.234 2.530 -0.188  C1 1.503, C4 1.404, C5 1.395
4 C 0.769 2.981 -1.434  C3 1.404, C6 1.385, H12 1.082
5 C 1.947 1.332 -0.198  C3 1.395, C7 1.385, H13 1.101
6 C 1.138 2.421 -2.645  C4 1.385, C8 1.404, H14 1.075
7 C 2.091 0.601 -1.366  C5 1.385, C8 1.382, H15 1.096
8 C 1.765 1.166 -2.584  C6 1.404, C7 1.382, H16 1.079
9 H 1.657 3.132 1.961  C1 1.091
10 H -0.034 2.974 1.417  C1 1.097
11 H 0.423 5.234 0.132  C2 1.082
12 H 0.148 3.867 -1.392  C4 1.082
13 H 2.396 0.902 0.711  C5 1.101
14 H 0.804 2.716 -3.624  C6 1.075
15 H 2.276 -0.477 -1.432  C7 1.096
16 H 1.826 0.577 -3.485  C8 1.079
17 H 1.983 5.236 1.002  C2 1.093
18 H 0.352 5.089 1.834  C2 1.104
19 C 0.199 -3.881 1.799  C23 1.497, H30 1.084, H31 1.112, H33 1.091
20 C -1.822 -2.143 -0.880  C21 1.390, C22 1.402, H26 1.084
21 C -3.099 -2.531 -0.492  C20 1.390, C24 1.392, H27 1.095
22 C -0.809 -2.489 0.025  C20 1.402, C23 1.380, H28 1.079
23 C -0.971 -3.508 0.942  C19 1.497, C22 1.380, C25 1.401
24 C -3.326 -3.432 0.545  C21 1.392, C25 1.403, H29 1.082
25 C -2.240 -4.045 1.188  C23 1.401, C24 1.403, H32 1.080
26 H -1.589 -1.552 -1.758  C20 1.084
27 H -3.993 -2.073 -0.927  C21 1.095
28 H 0.144 -1.985 -0.013  C22 1.079
29 H -4.298 -3.864 0.744  C24 1.082
30 H 0.923 -3.077 1.855  C19 1.084
31 H 0.688 -4.797 1.400  C19 1.112
32 H -2.394 -4.705 2.030  C25 1.080
33 H -0.148 -4.264 2.760  C19 1.091

The net charge is 0. As for the gap between HOMO and LUMO: 9.73 eV. As for the lowest unoccupied orbital energy: 0.8606 eV. The highest occupied orbital energy comes out at -0.326 hartree. The calculation puts the total energy at -15845.9006 eV. Its molar mass is 198.3 g/mol. Its SMILES is CCc1ccccc1.Cc1ccccc1. For the energy relative to the best compared isomer or geometry (same formula, charge and spin), the calculation gives 24.9 kcal/mol.

These are the natural (NBO) partial charges, in e, on atoms 1 to 6: C -0.42; C -0.60; C -0.03; C -0.21; C -0.20; C -0.21